1.
22
Properties=species:S:1:pos:R:3 method="wB97M-V/def2-TZVPD" total_charge=+1 relative_energy_kcal_mol=60.0 gap_ev=9.658 spin_multiplicity=1
C -0.97595 0.73446 -1.09466
C 0.48687 0.81719 -1.52816
C 1.54154 -0.12934 -0.72654
C 0.91532 -1.20586 0.14075
N 0.33129 -2.40425 -0.71190
N -1.13744 1.48469 0.17314
H -1.30043 -0.33388 -1.04660
H -1.72035 1.20641 -1.67051
H 0.49694 0.23045 -2.53740
H 0.88583 1.87778 -1.61856
H 2.34444 0.42946 -0.19158
H 2.14759 -0.75780 -1.49545
H 1.66243 -1.61724 0.87263
H -0.05877 -0.90093 0.45607
H 0.69388 -3.22453 -0.35812
H -0.64783 -2.55391 -0.54284
H -1.94286 1.13265 0.68524
H -0.44056 1.33196 0.88237
H -1.21704 2.48990 0.13849
H -0.90647 0.71629 4.02430
H -0.34049 -0.05578 3.03145
O -0.81793 0.73226 3.11789


2.
81
Properties=species:S:1:pos:R:3 method="wB97M-V/def2-TZVPD" total_charge=-1 gap_ev=6.593 spin_multiplicity=1
B -0.01466 4.87977 -4.61649
C 0.61278 3.35707 -4.51176
C 0.16234 2.67814 -3.17762
C 0.95104 1.36868 -2.83488
C 2.14452 1.57296 -1.87611
O 1.83996 1.16150 -0.52635
C 2.82553 1.61927 0.37476
H 0.16398 5.40522 -5.69059
H 0.49681 5.54640 -3.74535
H -1.22258 4.82229 -4.45897
H 1.71918 3.38367 -4.62558
H 0.20474 2.77561 -5.37541
H 0.15941 3.42217 -2.36056
H -0.88798 2.36685 -3.35370
H 1.37339 0.99639 -3.78876
H 0.25060 0.58326 -2.48548
H 2.48888 2.62148 -1.82343
H 2.96736 0.90508 -2.21791
H 2.39453 2.41415 1.01627
H 3.22309 0.82915 1.03214
H 3.68983 2.06844 -0.15204
C -0.39832 -0.15051 1.44523
O 0.23991 -0.08520 2.72719
C -0.29806 -0.87587 3.64813
O -1.23782 -1.60735 3.49374
O 0.38884 -0.71339 4.78399
C -0.08803 -1.50729 5.86583
H 0.12272 0.53467 0.77834
H -0.32756 -1.15724 1.03272
H -1.43993 0.16140 1.51882
H -0.00930 -2.56840 5.62990
H -1.11773 -1.24652 6.11106
H 0.54178 -1.29234 6.72639
C 2.98097 -1.93501 1.88412
O 3.50218 -2.29418 0.60484
C 4.21918 -3.41449 0.60075
O 4.44979 -4.11265 1.55007
O 4.63832 -3.62628 -0.64769
C 5.42734 -4.80344 -0.80720
H 2.41982 -1.01352 1.76131
H 2.30624 -2.70688 2.25558
H 3.78908 -1.75879 2.59433
H 4.85298 -5.69151 -0.54422
H 6.33502 -4.74343 -0.20702
H 5.70822 -4.86829 -1.85656
C 5.29248 -2.52714 -4.87420
O 5.81048 -2.88069 -6.15780
C 6.52726 -4.00074 -6.16091
O 6.75634 -4.69750 -5.21034
O 6.94926 -4.21690 -7.40829
C 7.73624 -5.39548 -7.55645
H 4.72892 -1.60472 -4.98935
H 4.62042 -3.30057 -4.50391
H 6.10274 -2.35282 -4.16687
H 7.15913 -6.28053 -7.28957
H 8.64111 -5.33329 -6.95233
H 8.01908 -5.46489 -8.60440
C -3.87196 4.76961 2.00749
O -4.51292 3.89789 2.94265
C -3.73267 2.91024 3.38303
O -2.59461 2.71646 3.06621
O -4.44361 2.17159 4.23853
C -3.72046 1.06988 4.78610
H -4.59822 5.52714 1.72204
H -3.01408 5.26086 2.46499
H -3.56767 4.22250 1.11623
H -2.85735 1.41987 5.35285
H -3.40872 0.38622 3.99672
H -4.38901 0.54052 5.46172
C -7.45072 2.66072 3.31874
O -8.74641 2.08886 3.53240
C -8.85303 0.82391 3.13496
O -7.98512 0.16303 2.63746
O -10.09954 0.41522 3.38790
C -10.35204 -0.93481 3.00731
H -7.48310 3.68621 3.67882
H -6.69394 2.12091 3.87856
H -7.20593 2.67260 2.25710
H -9.70598 -1.61801 3.55814
H -10.21706 -1.06436 1.93384
H -11.38770 -1.15282 3.25881


3.
16
Properties=species:S:1:pos:R:3 method="wB97M-V/def2-TZVPD" total_charge=+1 relative_energy_kcal_mol=70.9 smiles="[H]/N=C/C/[N+](C)=C/O" gap_ev=9.571 spin_multiplicity=1
C -0.56965 -1.46341 -0.54142
C -0.75027 0.45326 0.84583
C -0.83523 1.72887 0.08441
C 1.41246 -0.38699 0.33407
N -0.03002 -0.55233 0.21314
N 0.08118 1.95131 -0.71348
O 0.27839 -2.38682 -1.20129
H -0.30922 0.65926 1.80371
H -1.88071 0.13922 0.81189
H -1.48090 2.44887 0.62925
H -1.64037 -1.52185 -0.57054
H 2.08942 -1.21812 0.05262
H 1.86382 0.41415 -0.26531
H 1.77254 -0.04827 1.30630
H 0.27792 2.80821 -1.09237
H -0.27937 -3.02536 -1.69682


4.
34
Properties=species:S:1:pos:R:3 method="wB97M-V/def2-TZVPD" total_charge=-1 gap_ev=4.724 spin_multiplicity=1
O 0.39001 0.70452 0.50159
C -0.13863 0.04148 1.58461
N 0.13828 -1.21975 1.71529
C -0.42530 -1.73718 2.85301
C -0.17464 -3.10498 3.15486
C -0.65720 -3.69969 4.26998
C -1.47355 -2.94279 5.16047
C -1.74777 -1.64168 4.90622
C -1.21658 -1.01992 3.74514
N -1.49114 0.30867 3.55281
C -0.94299 0.81515 2.49250
N -1.14609 2.23855 2.23432
C -2.35013 2.46060 2.15079
S -3.81635 2.96019 2.36382
H 1.23457 1.06133 0.81432
H 0.44598 -3.67700 2.46460
H -0.40661 -4.74031 4.46348
H -1.86935 -3.38140 6.07518
H -2.34668 -1.04778 5.59249
C -0.27883 1.35344 -3.07253
C 1.14541 1.51407 -2.55663
O 2.09082 0.68766 -3.19323
C 2.60174 1.08407 -4.51808
O 3.02375 2.31063 -4.55034
C 1.58698 0.76883 -5.66884
F 0.89499 -0.38825 -5.44472
F 2.23805 0.57057 -6.83917
F 0.66127 1.71630 -5.90753
H -0.51356 0.30377 -3.25391
H -0.99115 1.75882 -2.34538
H -0.43085 1.89953 -4.00002
H 1.14686 1.19218 -1.51317
H 1.45421 2.56547 -2.55319
H 3.36451 0.28486 -4.67874


For reference, highest occupied orbital energy by record: -12.96 -4.58 -13.99 -3.42 eV.
For reference, LUMO level by record: -3.30 2.01 -4.42 1.30 eV.
For reference, calculated total energy by record: -9411.0598 -54889.5136 -9312.9414 -43259.8827 eV.